(1)
C24H41Br21O9P2S | wB97M-V/def2-TZVPD

Geometry as ORCA input:
```
! RIJCOSX wB97M-V def2-TZVPD def2/J DEFGRID3
* xyz 0 1
C 6.0930 -2.0697 -0.5265
C 5.8869 -0.5611 0.1282
C 5.2285 0.5172 -0.9682
O 4.2244 1.2823 -0.2145
C 3.3906 2.1287 -1.0780
C 2.5884 1.4926 -2.3557
O 2.9846 0.8160 -3.4362
O 1.1186 1.7908 -2.2968
C 0.7937 1.6782 -0.8358
C -0.7176 2.1953 -0.3572
C -1.9325 1.6542 -1.3153
P -3.2756 0.6280 -0.3722
O -3.0474 0.5715 1.1950
O -4.8374 1.4363 -0.5976
C -5.8479 0.5468 -0.0040
C -6.9461 1.3349 0.9485
O -3.3262 -0.9319 -1.1570
C -3.3472 -2.0403 -0.1899
C -2.8683 -3.3954 -1.0454
S 0.7141 -0.1801 -0.6237
C 0.1768 -1.0985 -2.2114
O 2.0601 -0.8486 -0.2121
O -0.3288 -0.6497 0.4645
C 2.0331 2.5394 -0.1908
C 2.1860 2.6564 1.4458
C 2.1461 1.2267 2.2444
C 2.5003 1.5418 3.8444
P 1.9092 4.4266 -0.6621
O 2.3012 5.3597 0.5934
H 5.0838 -2.3907 -1.0749
H 6.2473 -2.8821 0.3298
H 6.9466 -2.1063 -1.3322
H 5.0434 -0.6929 0.9626
H 6.8381 -0.1407 0.6654
H 4.8049 -0.1464 -1.8341
H 6.1203 1.1456 -1.3925
H 4.1393 3.0220 -1.3299
H -0.8324 1.8897 0.7899
H -0.8038 3.3856 -0.3551
H -1.5570 1.0841 -2.2909
H -2.5183 2.6062 -1.7347
H -6.4425 0.0647 -0.9144
H -5.4184 -0.3515 0.6135
H -6.4392 1.6925 1.9585
H -7.4985 2.1908 0.3715
H -7.7573 0.5323 1.2412
H -4.4077 -2.2822 0.2462
H -2.5840 -1.9470 0.6922
H -3.2253 -3.2679 -2.1534
H -3.2283 -4.3961 -0.5514
H -1.6770 -3.3316 -1.0736
H 0.6235 -2.1983 -2.0942
H -0.9890 -1.2368 -2.2792
H 0.5978 -0.6067 -3.1861
H 3.1805 3.2082 1.7872
H 1.2488 3.2971 1.8121
H 2.9408 0.4368 1.8941
H 1.0539 0.7492 2.1811
H 1.7003 2.2357 4.3463
H 2.5281 0.5166 4.4410
H 3.5826 2.0280 3.9275
H 2.8960 4.7753 -1.6938
H 0.6276 4.7887 -1.2096
C -7.9694 -0.3633 -3.9890
Br -6.1276 -0.1829 -3.3893
Br -9.2300 -0.1919 -2.5174
Br -8.3812 0.8637 -5.4414
H -8.0783 -1.3776 -4.3869
C 2.0129 -0.4910 -6.5059
Br 2.4659 -2.2605 -5.8364
Br 2.8852 -0.1140 -8.2032
Br 0.0884 -0.2260 -6.6065
H 2.3979 0.2335 -5.7807
C 9.8395 -0.4594 -2.4544
Br 10.3848 0.5455 -0.8804
Br 10.1698 -2.3651 -2.2469
Br 7.9922 -0.0938 -2.9424
H 10.4639 -0.1153 -3.2855
C -0.9911 -2.9933 3.3919
Br 0.3512 -2.0273 4.4165
Br -1.1661 -4.8375 3.9855
Br -2.7025 -2.0686 3.3881
H -0.6414 -3.0230 2.3547
C -6.0871 -0.6178 5.1494
Br -5.6341 -2.3872 5.8189
Br -5.2148 -0.2408 3.4521
Br -8.0116 -0.3528 5.0488
H -5.7021 0.1067 5.8746
C -7.1309 -4.8748 -0.1641
Br -7.1555 -6.5075 -1.2215
Br -5.6185 -4.8268 1.0584
Br -7.2072 -3.2860 -1.2839
H -8.0379 -4.8774 0.4494
C 5.9837 2.7467 6.1978
Br 5.1895 4.5164 6.3457
Br 5.0527 1.4411 7.2991
Br 6.1191 2.1665 4.3460
H 7.0052 2.8213 6.5850
*
```

Results
frontier orbital gap	8.88	eV
electronic energy	-56750.98499	a.u.

***

(2)
C24H41CrF6N2O14 | wB97M-V/def2-TZVPD

Geometry as ORCA input:
```
! RIJCOSX wB97M-V def2-TZVPD def2/J DEFGRID3
* xyz 1 9
Cr -7.0742 1.1549 -0.1857
C -0.3170 -0.4817 -0.7907
C -1.4764 -0.9495 -0.0011
C -1.3351 -0.5943 1.4917
O -2.7185 -0.5808 -0.5335
H 0.5700 -1.0939 -0.6279
H -0.0385 0.5042 -0.4183
H -0.4125 -0.5301 -1.8754
H -1.4360 -2.0383 -0.0328
H -0.3810 -0.8895 1.9283
H -2.0784 -1.1944 2.0167
H -1.5224 0.4594 1.6982
C 4.5906 4.0448 -0.3114
C 5.8043 3.5274 -1.0796
O 5.5233 2.7306 -2.1716
C 6.3729 1.7829 -2.6341
O 7.4251 1.4055 -2.0924
C 5.9251 1.1961 -4.0528
F 5.6822 -0.1753 -3.9427
F 4.7912 1.8605 -4.5069
F 6.8541 1.4856 -4.9828
H 3.8070 4.5757 -0.8520
H 5.0273 4.6971 0.4449
H 4.1472 3.2091 0.2300
H 6.5156 3.0929 -0.3771
H 6.2433 4.4464 -1.4681
C 11.9588 -2.4821 -0.2128
C 11.5696 -1.7002 1.0831
O 10.4831 -2.1806 1.8063
C 9.6039 -1.2808 2.3649
O 10.0151 -0.2641 2.8567
C 8.1622 -1.6995 2.4275
F 8.0043 -2.7181 3.3036
F 7.4104 -0.6621 2.8170
F 7.7286 -2.1127 1.1938
H 11.9355 -3.5687 -0.1303
H 12.9180 -2.3994 -0.7239
H 11.3007 -2.2900 -1.0601
H 11.4350 -0.6486 0.8300
H 12.3325 -1.7363 1.8608
C -6.0527 1.8643 -6.7128
O -6.6979 3.0979 -6.8657
C -7.3412 3.5411 -5.7523
O -7.3389 2.9899 -4.6328
O -7.9320 4.7443 -6.0104
C -8.8911 5.3199 -5.1972
H -6.8649 1.1390 -6.7624
H -5.6269 1.7063 -5.7219
H -5.3065 1.7592 -7.5002
H -9.8326 4.7940 -5.3554
H -8.9944 6.3636 -5.4942
H -8.6693 5.2934 -4.1304
C -9.7074 -3.2340 4.3992
O -9.1358 -4.3344 3.7285
C -8.0176 -4.1463 3.0771
O -7.7148 -3.0406 2.6180
O -7.3592 -5.3026 2.8895
C -6.1399 -5.3477 2.1746
H -8.9359 -2.5692 4.7877
H -10.1168 -3.5957 5.3424
H -10.4250 -2.7189 3.7605
H -6.1067 -6.3980 1.8851
H -5.3188 -5.1152 2.8528
H -6.2324 -4.6211 1.3674
C -2.6389 5.6822 -1.3601
O -2.5063 5.9866 -0.0239
C -3.5875 5.8619 0.7492
O -4.5697 5.2863 0.3707
O -3.3255 6.3308 1.9406
C -4.3708 6.4741 2.9467
H -1.6132 5.6951 -1.7288
H -3.3279 6.3664 -1.8553
H -2.8746 4.6281 -1.5065
H -5.3611 6.2620 2.5436
H -4.4580 7.3966 3.5208
H -4.1879 5.6526 3.6394
C 0.9178 -4.7729 6.2382
C 1.1574 -3.4928 6.8829
N 1.2536 -2.4451 7.3542
H -0.1072 -4.6906 5.8767
H 0.9743 -5.3560 7.1574
H 1.6334 -4.9687 5.4397
C 3.0046 -7.2649 -2.0913
C 2.2999 -7.4789 -0.8301
N 1.7105 -7.5904 0.1463
H 3.9788 -7.7490 -2.1599
H 3.0429 -6.2248 -2.4151
H 2.3670 -7.6794 -2.8722
*
```

Results
frontier orbital gap (spin up / spin down)	5.11 / 2.72	eV
electronic energy	-3744.96482	a.u.

***

(3)
C24H41F10KLiN3O16S3 | wB97M-V/def2-TZVPD

Geometry as ORCA input:
```
! RIJCOSX wB97M-V def2-TZVPD def2/J DEFGRID3
* xyz 0 1
C 3.5835 -1.1700 3.3546
C 2.0666 -0.9572 3.2627
S 1.3023 -1.9558 1.9282
C -0.4986 -2.1870 2.3262
C -1.2356 -0.8566 2.6237
C -2.1074 -1.1170 3.8907
N -2.5657 0.2334 4.3411
C -3.3233 -0.0209 5.6567
O -2.9368 0.5276 6.6869
O -4.2570 -0.8064 5.5663
C -3.5376 0.6967 3.3108
C -4.3696 1.9092 3.7555
N -3.6071 2.8809 4.5270
C -2.8892 0.8639 1.9010
C -2.1110 2.1909 1.7127
O -0.7003 2.0598 1.8466
C -0.1340 3.0076 2.7695
N -2.1511 -0.3901 1.5561
S -1.5379 -0.3918 -0.0022
O -2.3079 0.4983 -0.7863
O -1.5726 -1.6941 -0.6379
F -0.0248 0.1360 -0.0739
H 3.9649 -0.4659 4.1064
H 4.0252 -0.8646 2.3964
H 3.8493 -2.1909 3.6426
H 1.5687 -1.2146 4.2128
H 1.8244 0.1004 3.0805
H -1.0268 -2.8326 1.5878
H -0.4919 -2.7578 3.2700
H -0.4729 -0.1313 2.9407
H -1.4422 -1.5257 4.6597
H -2.9469 -1.7790 3.6741
H -1.7651 0.8577 4.4606
H -4.2443 -0.1362 3.1881
H -5.2611 1.5606 4.3059
H -4.7740 2.3746 2.8420
H -4.0884 3.7693 4.5772
H -3.3976 2.5550 5.4659
H -3.7516 0.9090 1.2226
H -2.3083 2.5359 0.6834
H -2.4496 3.0060 2.3663
H -0.6763 3.0815 3.7220
H 0.8799 2.6435 3.0052
H 0.0005 3.9710 2.2594
K -0.4818 -4.2631 0.5270
O 3.8832 2.4745 1.8067
S 4.4945 3.1309 0.6960
O 5.7614 3.7618 0.7992
O 3.4551 4.0784 0.0044
C 2.7979 5.1098 0.8134
C 3.6794 6.2737 1.1525
C 4.5527 1.9682 -0.6407
H 2.3899 4.6583 1.7175
H 1.9567 5.4613 0.2201
H 4.4977 5.9861 1.8148
H 3.0771 7.0307 1.6625
H 4.1294 6.7119 0.2588
H 3.5647 1.5214 -0.7196
H 5.2971 1.2089 -0.4084
H 4.8350 2.4963 -1.5574
C -2.0125 -5.5579 -3.7789
O -1.6930 -4.9092 -4.8029
O -3.3762 -5.4487 -3.4811
O -1.3384 -6.2621 -3.0104
H -3.5884 -4.8711 -4.2308
C -1.2404 -0.2633 -4.7174
C -2.2689 -0.9233 -5.6569
C -1.8019 -2.1858 -6.3877
F -0.7468 -1.9428 -7.2014
F -2.7959 -2.6564 -7.1756
F -2.7294 0.0047 -6.5299
F -3.3302 -1.2739 -4.8828
O -0.4902 0.8577 -5.2195
C 0.6444 0.6116 -5.9624
C 0.5254 1.1189 -7.4044
F -0.5103 0.5537 -8.0361
F 1.6476 0.8040 -8.0932
F 0.9740 -0.6842 -5.8855
F 1.6719 1.2858 -5.3582
H -1.8202 0.1604 -3.8970
H -0.5912 -1.0036 -4.2513
H -1.5274 -2.9760 -5.6814
H 0.3888 2.2028 -7.4191
Li 3.1294 1.2874 -2.3343
C 1.0832 8.1699 3.5483
O 0.7159 7.1870 2.7055
H 0.2762 8.6133 4.1833
H 1.8570 7.9100 4.3188
H 1.5311 9.0875 3.0841
C 1.2024 -8.1061 -3.3699
C 2.3313 -7.6012 -2.5110
O 2.2302 -8.4041 -1.3517
C 1.6897 -9.5984 -1.7592
O 1.7094 -10.5899 -1.1118
O 1.1455 -9.4927 -2.9900
F 2.1428 -6.3001 -2.1587
H 0.2494 -7.6198 -3.1381
H 1.4010 -7.9969 -4.4335
H 3.3243 -7.7192 -2.9505
*
```

Results
frontier orbital gap	1.67	eV
electronic energy	-5107.65847	a.u.

***

(4)
C24H41IN2O4PtSi | wB97M-V/def2-TZVPD

Geometry as ORCA input:
```
! RIJCOSX wB97M-V def2-TZVPD def2/J DEFGRID3
* xyz 2 5
C -2.9561 1.1825 2.8019
C -2.0253 0.3698 3.5907
H -2.9828 0.8803 1.7478
H -2.7428 2.2502 2.8088
H -3.9570 1.0647 3.2225
H -1.0172 0.6962 3.2842
H -2.0690 0.3780 4.6799
H -2.1344 -0.6612 3.2253
C -0.5551 0.1276 -2.9981
C -0.5966 0.6435 -4.2752
C 0.5975 0.8310 -5.0042
C 1.8260 0.4414 -4.4575
H -1.3913 -0.1245 -2.3484
H -1.5688 0.9205 -4.6828
H 0.5615 1.2502 -6.0060
H 2.7755 0.5045 -4.9911
N 0.6507 -0.0020 -2.4203
C 1.8248 -0.0286 -3.1383
C 2.8842 -0.4349 -2.2772
N 2.3919 -0.5877 -1.0057
C 3.0980 -1.1434 -0.0107
C 5.0476 -0.9961 -1.4252
C 4.4580 -1.3238 -0.1918
H 2.5180 -1.3216 0.8889
H 5.0390 -1.6652 0.6555
C 4.2580 -0.5832 -2.4959
H 4.6372 -0.3352 -3.4836
H 6.1199 -1.0787 -1.5503
Pt 0.7359 0.4567 -0.4985
I 0.4448 2.6195 0.4075
C 0.8636 -4.1921 1.3720
C -0.1425 -4.8769 0.4592
C 0.6130 -5.5942 -0.6581
C -0.9367 -5.9398 1.2119
O -1.0462 -3.8912 -0.0840
Si -1.5152 -2.3402 0.3366
O -0.2784 -1.2817 0.3145
O -2.6192 -2.0410 -0.8677
C -3.7347 -2.8222 -1.3478
C -3.7166 -2.8135 -2.8601
C -3.7200 -4.2612 -0.8790
C -5.0325 -2.1825 -0.8784
O -2.3845 -2.3668 1.7516
C -3.0872 -2.8749 2.9801
C -4.1600 -1.8686 3.4714
C -3.8922 -4.1246 2.6931
C -2.0281 -3.0781 4.0541
H 1.5184 -4.9701 1.7924
H 0.3582 -3.6739 2.1998
H 1.4746 -3.4885 0.7907
H 1.2751 -6.3336 -0.1848
H -0.0592 -6.1444 -1.3262
H 1.2411 -4.9042 -1.2327
H -1.4760 -5.5070 2.0639
H -1.6372 -6.4612 0.5427
H -0.2267 -6.6838 1.6063
H -2.8416 -3.3372 -3.2398
H -4.6082 -3.3378 -3.2184
H -3.7448 -1.8000 -3.2586
H -3.7572 -4.3472 0.2113
H -2.8678 -4.8173 -1.2696
H -4.6325 -4.7437 -1.2626
H -5.1164 -2.1708 0.2176
H -5.1334 -1.1620 -1.2653
H -5.8739 -2.7677 -1.2813
H -4.7370 -1.4495 2.6369
H -4.8697 -2.4287 4.1138
H -3.7647 -1.0741 4.1187
H -3.2832 -4.9608 2.3420
H -4.3529 -4.4318 3.6481
H -4.7151 -3.9225 1.9919
H -1.4620 -3.9928 3.8508
H -1.3390 -2.2244 4.1240
H -2.5269 -3.1998 5.0288
*
```

Results
energy above the lowest of the compared OMol25 structures with the same formula, charge and spin	13.7	kcal per mole
frontier orbital gap (spin up / spin down)	7.35 / 4.78	eV
electronic energy	-2055.50016	a.u.

***

(5)
C24H41IN3PPt | wB97M-V/def2-TZVPD

Geometry as ORCA input:
```
! RIJCOSX wB97M-V def2-TZVPD def2/J DEFGRID3
* xyz 2 5
C 2.0007 0.8403 -3.7727
C 1.5328 2.6211 -1.9697
H 3.0597 1.0456 -3.9445
H 1.3599 1.5368 -4.3776
H 1.8004 -0.2259 -3.6543
H 2.3829 3.3979 -1.7904
H 1.1776 2.8486 -3.1212
H 0.5869 2.2461 -1.5945
C 4.0392 -0.1551 0.4242
C 4.7991 -0.3527 1.5615
C 4.5698 0.4441 2.6815
C 3.5263 1.3847 2.5750
H 4.1965 -0.7630 -0.4525
H 5.5793 -1.1688 1.5440
H 5.1683 0.3308 3.5821
H 3.3475 2.0876 3.4353
N 3.0151 0.7125 0.2523
C 2.7472 1.4680 1.3827
C 1.6469 2.4556 1.3789
N 1.0442 2.6663 0.1981
C -0.0083 3.4692 0.0601
C 0.0353 4.0112 2.3711
C -0.6245 4.1082 1.1253
H -0.4141 3.5903 -0.9656
H -1.5454 4.6683 0.9653
C 1.1633 3.1881 2.4907
H 1.6785 3.1247 3.4362
H -0.3476 4.5829 3.1936
Pt 1.8186 0.6833 -1.8580
I 3.0525 -1.7394 -2.4342
C -2.8928 -1.1535 1.8842
C -1.8823 -0.1761 1.3099
C -2.5633 1.0990 0.8740
C -0.8113 0.1933 2.3109
P -0.9533 -0.9291 -0.2191
N 0.3394 -0.0010 -0.4727
C -0.4642 -2.7570 0.2351
C -1.6457 -3.6785 0.1418
C 0.5928 -3.2533 -0.7167
C 0.1489 -2.7577 1.6292
C -2.0631 -0.8405 -1.7768
C -1.3515 -1.6184 -2.8749
C -3.4497 -1.4096 -1.5343
C -2.1891 0.6253 -2.1981
H -3.4479 -0.6430 2.6747
H -2.4502 -2.0275 2.3510
H -3.6386 -1.5010 1.1702
H -2.9243 1.6091 1.7695
H -1.8474 1.7716 0.4034
H -3.4173 0.9608 0.2116
H -0.3649 -0.6515 2.8284
H -0.0206 0.7320 1.7888
H -1.2418 0.8629 3.0560
H -1.9793 -3.8468 -0.8707
H -1.3271 -4.6462 0.5118
H -2.5073 -3.4032 0.7298
H 1.4904 -2.6254 -0.6888
H 0.8944 -4.2463 -0.3802
H 0.2728 -3.3289 -1.7511
H 0.9580 -2.0265 1.7192
H -0.5681 -2.6144 2.4379
H 0.5988 -3.7426 1.7761
H -1.4375 -2.6994 -2.7633
H -1.8118 -1.3566 -3.8306
H -0.2937 -1.3474 -2.9419
H -4.0386 -0.8571 -0.8081
H -4.0011 -1.3603 -2.4743
H -3.4580 -2.4509 -1.2339
H -3.0625 1.1252 -1.7727
H -1.2949 1.1962 -1.9426
H -2.2850 0.6672 -3.2857
*
```

Results
frontier orbital gap (spin up / spin down)	8.70 / 5.22	eV
electronic energy	-1860.84526	a.u.